(1)
Here is a molecular structure, C13H29NOP2Rh from the OMol25 dataset. Energies are from wB97M-V/def2-TZVPD.

XYZ file:
```
47
Properties=species:S:1:pos:R:3:forces:R:3
Rh -0.165 0.051 -1.214 -0.5 0.4 0.6
P 1.920 -0.753 -1.001 2.5 -0.2 1.6
P -1.635 1.578 -0.361 -0.8 1.7 0.6
O -2.028 -2.202 -0.330 2.8 3.0 -1.3
N 0.379 -2.534 2.025 -0.2 -0.3 -0.8
C 3.038 0.210 -2.066 -0.2 0.0 -0.3
C 0.657 -2.325 3.338 -0.3 -0.8 -1.0
C 0.184 -3.875 1.854 0.1 1.3 0.8
C -1.243 -1.403 -0.686 -3.7 -4.3 1.7
C 0.932 -0.984 3.875 0.5 0.6 1.6
C -1.410 2.939 -1.543 -0.1 0.0 0.0
C 0.365 -4.549 3.108 0.3 0.2 1.3
C 2.029 -2.480 -1.526 0.0 -0.4 -0.4
C -1.614 2.468 1.253 0.1 -0.1 0.2
C -0.228 -4.566 0.605 0.3 0.1 0.2
C -3.409 1.154 -0.515 0.1 -0.3 -0.1
C 2.820 -0.758 0.611 0.1 0.0 0.2
C 0.666 -3.565 4.049 -0.2 -1.4 -0.1
H -3.986 2.094 -0.481 0.2 -0.4 0.0
H 0.265 -5.635 3.204 0.1 0.6 0.3
H 1.719 -0.494 3.273 -0.3 -0.1 0.4
H -2.284 3.600 -1.516 0.2 0.0 -0.1
H 0.235 -0.258 1.978 -0.8 0.7 -0.8
H 1.250 -0.996 4.929 0.1 -0.4 -0.3
H 0.328 -5.508 0.554 -0.2 0.0 -0.2
H -0.688 3.045 1.373 -0.2 -0.2 -0.1
H 2.364 -1.464 1.314 0.0 0.0 -0.4
H 2.998 -2.679 -2.014 -0.4 0.1 0.2
H 2.790 0.227 1.093 0.0 -0.1 -0.3
H -3.595 0.637 -1.467 0.0 0.2 0.3
H 3.875 -1.035 0.461 -0.3 0.1 -0.1
H -1.285 2.488 -2.533 -0.1 0.3 0.0
H 2.463 0.455 -2.964 0.4 0.0 0.0
H 0.902 -3.644 5.115 -0.2 -0.2 -0.6
H 0.046 -0.323 3.823 0.7 -0.8 0.8
H -3.724 0.497 0.309 0.1 0.2 -0.3
H 1.220 -2.671 -2.241 0.3 -0.1 0.0
H -0.037 -3.976 -0.290 -0.1 -0.1 0.1
H -1.697 1.777 2.105 0.0 0.2 -0.4
H -0.157 0.151 2.467 -0.1 0.4 -1.6
H -0.503 3.490 -1.269 -0.2 -0.1 -0.2
H 3.938 -0.362 -2.325 -0.2 0.2 0.1
H 1.897 -3.154 -0.664 0.1 0.4 -0.3
H -1.294 -4.804 0.665 0.1 0.0 -0.1
H -2.470 3.170 1.279 0.4 -0.4 -0.1
H 3.317 1.142 -1.559 -0.1 -0.2 -0.1
H 0.092 -0.150 -2.746 -0.2 0.1 -1.3
```
Positions in Å, forces in eV/Å.

Summary:
total charge = +1
expectation value of S² = 6.016
orbital gap (alpha / beta) = 8.913 / 6.080 eV
2S+1 = 5
LUMO level (alpha / beta) = -1.91 / -5.59 eV

Charges per atom according to Löwdin partitioning, unit e: 0.42 0.67 0.69 0.08 0.08 -0.26 -0.32 -0.30 -0.30 -0.10 -0.27 -0.01 -0.24 -0.25 -0.03 -0.24 -0.25 -0.01 0.06 0.12 0.07 0.06 0.06 0.10 0.10 0.05 0.01 0.07 0.05 0.06 0.06 0.03 0.03 0.12 0.05 0.06 0.04 0.04 0.03 0.06 0.05 0.06 0.04 0.10 0.06 0.06 -0.02

---

(2)
Here is a molecular structure, C13H29O2PSb from the OMol25 dataset. Energies are from wB97M-V/def2-TZVPD.

XYZ file:
```
46
Properties=species:S:1:pos:R:3:forces:R:3
Sb 3.358 -1.330 0.201 0.4 -0.6 -0.6
P 4.022 1.130 -0.330 -0.8 1.1 0.3
O 4.255 1.074 -1.980 0.6 -0.4 0.2
O 5.591 1.372 0.245 0.2 -0.5 -0.5
C 1.838 -1.138 -1.398 -0.2 -0.4 -0.1
C -2.051 -1.530 -0.886 1.0 -0.3 0.4
C -3.708 -0.260 0.628 0.4 0.3 0.0
C -2.774 -1.447 0.460 -0.1 0.1 0.6
C 1.095 1.417 2.864 0.4 0.0 -0.1
C 1.893 -0.680 1.788 0.2 -0.1 1.9
C -0.709 0.305 -2.008 0.2 -0.4 0.3
C 2.128 0.682 2.330 -0.8 0.4 0.3
C -4.716 1.717 -0.433 0.0 0.5 2.0
C -3.540 1.018 0.219 -0.1 -0.4 0.0
C -0.681 -0.780 -0.916 -0.9 -0.1 -0.3
C -2.305 1.853 0.403 0.0 -0.1 -0.8
C 0.478 -1.767 -1.066 0.3 0.3 0.2
H -4.647 -0.476 1.139 -0.6 -0.3 -1.1
H -3.418 -2.326 0.539 -0.1 0.0 0.1
H 4.595 -1.350 1.470 0.0 0.1 0.2
H 4.555 1.937 -2.272 -0.1 0.2 -0.1
H 4.557 -1.873 -0.981 0.1 0.0 0.0
H -2.155 2.531 -0.438 0.3 0.0 0.0
H -0.046 1.129 -1.753 0.0 0.1 -0.2
H -0.381 -0.141 -2.949 0.0 0.1 -0.1
H -1.723 0.678 -2.140 0.0 0.2 0.0
H 0.230 -2.532 -1.808 -0.1 0.1 -0.1
H -2.688 -1.211 -1.711 -0.2 0.1 0.1
H -4.627 2.797 -0.294 -0.1 0.1 -0.4
H 0.565 -2.315 -0.118 -0.1 -0.1 0.0
H 3.129 1.111 2.357 0.0 0.3 -1.3
H 2.861 -2.998 0.528 -0.1 0.1 0.0
H 1.783 -0.089 -1.685 -0.1 0.1 0.1
H -1.803 -2.580 -1.062 -0.3 -0.1 0.0
H 0.519 1.006 3.690 -1.1 -0.7 -1.1
H 2.258 -1.660 -2.259 0.3 0.0 0.0
H 5.516 1.726 1.131 0.0 0.2 0.2
H 0.817 2.411 2.524 1.0 0.6 1.0
H -2.507 2.486 1.272 0.0 0.0 0.0
H -5.621 1.421 0.107 -0.2 -0.1 -0.4
H -0.596 -0.324 0.069 0.3 0.2 -0.1
H -2.058 -1.554 1.283 0.2 0.0 -0.1
H 2.055 -1.413 2.596 0.3 -0.4 -0.4
H 0.850 -0.761 1.499 0.0 0.0 -0.1
H -1.407 1.287 0.626 0.0 0.1 0.0
H -4.787 1.445 -1.481 0.0 0.1 -0.1
```
Positions in Å, forces in eV/Å.

Summary:
energy relative to the best compared isomer or geometry (same formula, charge and spin) = 30.2 kcal/mol
total charge = -1
orbital gap = 5.855 eV
LUMO level = 2.89 eV

Charges per atom according to Löwdin partitioning, unit e: 0.78 0.58 -0.41 -0.41 -0.39 -0.17 -0.08 -0.19 -0.08 -0.39 -0.08 -0.33 -0.07 -0.35 -0.38 -0.06 -0.29 0.09 0.10 -0.10 0.01 -0.11 0.08 0.07 0.08 0.06 0.10 0.11 0.07 0.07 0.04 -0.09 0.01 0.10 0.03 0.04 0.00 0.02 0.09 0.07 0.08 0.11 0.05 0.01 0.06 0.08

---

(3)
Here is a molecular structure, C13H30Al2BBeClCsF9O17PS3 from the OMol25 dataset. Energies are from wB97M-V/def2-TZVPD.

XYZ file:
```
79
Properties=species:S:1:pos:R:3:forces:R:3
Cs 4.013 -5.642 -1.248 -2.7 -5.4 5.4
Cl -5.024 -1.169 1.148 -1.5 -1.0 -0.7
S 0.337 -1.902 -1.721 -5.0 0.9 5.1
S 3.120 -2.586 -4.093 -0.4 0.4 0.5
S -8.792 6.210 4.470 -1.8 1.8 1.1
P 4.415 0.207 -4.700 -0.9 5.1 -0.8
Al -7.169 2.147 1.536 -0.9 -1.4 -0.4
Al -3.628 1.714 8.364 0.1 -0.4 0.5
F -5.256 1.269 7.873 1.3 0.6 0.1
F 1.866 -3.419 2.045 0.5 -0.3 -0.3
F -0.416 -3.076 2.150 0.6 0.2 0.0
F -2.918 -0.456 -3.609 1.2 -0.6 -0.4
F -2.635 0.275 8.485 -0.9 1.3 -0.1
F -2.953 2.804 7.151 -0.8 -0.6 0.5
F 1.019 -1.285 1.819 0.2 -0.3 0.0
F 0.936 -2.351 3.876 0.2 -0.1 -0.6
F -3.684 2.526 9.917 0.0 -0.6 -1.4
O -0.596 -0.990 -1.006 3.0 -1.4 -2.6
O -10.001 6.034 3.648 0.7 -0.3 -0.3
O 4.755 0.258 -3.073 0.4 -1.4 -2.8
O 1.862 -1.236 -1.555 -0.7 -0.9 -1.3
O -7.764 5.251 3.992 1.4 -1.7 -0.5
O -1.927 1.645 2.093 -0.9 0.7 0.3
O -3.576 2.963 2.617 -0.4 1.2 0.3
O 0.550 5.201 3.838 -1.9 1.1 0.1
O 6.379 -4.275 -1.024 -0.9 0.4 -1.3
O 0.285 -3.248 -1.098 2.0 1.7 -2.5
O 5.752 -0.079 -5.663 -1.6 -0.9 2.0
O -9.112 5.919 5.877 0.6 -0.2 -0.3
O -4.056 0.855 2.033 0.6 1.9 0.8
O 3.830 1.551 -5.085 0.9 -3.2 0.5
O 4.720 -3.107 -4.225 -1.4 0.1 -0.2
O -8.287 7.583 4.348 0.1 -0.5 0.0
O -2.653 6.525 4.057 1.9 -0.9 -0.2
C 5.041 -4.136 -3.248 1.3 -0.5 -0.7
C -1.434 0.364 1.643 0.3 -0.7 -0.3
C 6.681 -2.228 -2.352 -0.8 -0.3 -0.3
C 1.968 -3.752 -4.953 -0.4 -0.5 -0.7
C 3.099 -1.057 -5.146 1.2 -0.9 -0.2
C -1.834 5.553 3.967 -6.5 -2.2 0.2
C 0.809 -4.299 -4.049 -0.6 -0.6 0.4
C -0.461 -3.383 -4.032 0.5 0.6 -0.2
C -0.227 -1.938 -3.470 0.5 -0.8 -1.2
C -3.236 1.714 2.226 1.4 -1.7 -0.6
C 6.419 -3.776 -2.417 -0.1 1.0 0.3
C -4.954 3.077 2.760 1.0 0.5 0.1
C -0.260 6.175 3.943 6.4 1.9 -0.1
B 0.844 -2.532 2.479 -0.8 0.3 0.5
Be -5.420 3.727 5.063 -0.7 0.7 1.2
H 7.630 -1.981 -1.829 -0.7 -0.5 -0.3
H -1.231 -1.402 -3.543 -0.3 0.6 0.6
H -1.834 4.814 4.786 0.8 0.7 0.8
H -1.686 -0.422 2.354 -0.1 0.1 -0.1
H -0.765 -3.254 -5.109 0.1 0.0 1.0
H 6.702 -1.764 -3.373 0.0 -0.5 0.9
H -1.337 -3.831 -3.514 0.9 0.1 -0.2
H -5.183 4.106 3.059 0.0 0.3 -0.5
H 5.306 -5.085 -3.862 -0.7 1.4 0.9
H 3.262 -1.392 -6.205 0.0 0.3 0.9
H -1.829 0.132 0.655 -0.2 0.0 0.2
H -0.195 6.799 4.848 -0.7 -0.8 0.7
H 2.118 -0.528 -5.124 0.6 -0.6 0.5
H 5.811 -1.791 -1.788 0.9 -0.2 -0.5
H 0.451 -1.394 -4.177 -0.3 -0.2 0.9
H 4.170 -4.431 -2.542 2.2 4.3 -4.9
H -5.462 2.870 1.790 0.9 0.5 0.4
H 5.682 0.550 -3.004 -0.2 0.1 0.4
H 5.384 -0.198 -6.555 0.4 0.2 0.0
H -5.321 2.388 3.538 -0.3 -0.6 -0.3
H 1.497 -3.216 -5.821 0.7 -0.3 0.7
H 1.755 -0.284 -1.736 -0.2 -0.1 0.5
H -1.908 4.912 3.075 0.8 0.8 -0.7
H -0.267 6.922 3.133 -0.7 -0.7 -0.7
H 5.573 -3.897 -0.600 1.6 0.6 0.0
H -0.353 0.432 1.574 -0.1 0.3 0.2
H 1.139 -4.562 -3.005 -0.2 0.5 -0.8
H 7.272 -4.322 -2.893 -0.8 0.4 0.5
H 2.589 -4.598 -5.338 -0.2 0.8 0.2
H 0.488 -5.275 -4.511 0.5 0.8 0.3
```
Positions in Å, forces in eV/Å.

Summary:
total charge = -1
orbital gap = 1.930 eV
LUMO level = -2.35 eV

Charges per atom according to Löwdin partitioning, unit e: 1.55 -0.28 0.71 1.16 0.21 0.54 1.07 -0.01 -0.25 0.04 0.09 -0.76 -0.23 -0.27 0.06 0.08 -0.24 -0.26 -0.29 -0.13 -0.23 -0.37 0.04 0.00 0.04 -0.22 -0.29 -0.15 -0.28 -0.14 -0.28 -0.39 -0.29 0.02 -0.36 0.00 -0.03 -0.29 -0.31 -0.29 -0.24 -0.19 -0.22 -0.58 -0.33 -0.28 -0.29 -1.23 0.90 0.11 0.07 0.14 0.12 0.13 0.08 0.14 0.06 0.15 0.10 0.09 0.13 0.10 0.10 0.07 -0.24 -0.11 0.09 0.08 0.03 0.12 0.09 0.12 0.13 0.03 0.08 0.09 0.16 0.11 0.13

---

(4)
Here is a molecular structure, C13H30BaO8SSeSi from the OMol25 dataset. Energies are from wB97M-V/def2-TZVPD.

XYZ file:
```
55
Properties=species:S:1:pos:R:3:forces:R:3
Ba 9.316 8.094 7.492 0.3 -0.3 -0.6
Se 9.433 10.865 5.592 -0.6 -0.2 -1.0
S 10.999 8.561 10.048 -0.3 -0.1 -0.7
Si 12.434 7.630 8.840 -1.0 1.2 1.2
O 13.752 8.598 8.681 0.6 0.0 0.5
O 8.293 10.075 6.516 -0.8 -0.6 -0.5
O 12.672 6.204 9.630 1.5 -0.5 0.9
O 9.448 12.292 6.397 1.1 0.1 -0.9
O 8.967 10.964 3.968 0.9 -0.1 2.3
O 11.988 7.164 7.350 -0.4 -0.8 -1.8
O 10.772 9.818 5.784 -1.3 1.1 -0.2
O 8.893 5.941 6.271 0.4 0.3 0.9
C 14.082 6.669 6.251 0.7 -0.8 -0.7
C 13.287 10.445 7.310 -0.8 -2.3 -1.9
C 13.296 4.669 11.322 -1.4 -2.1 0.0
C 13.550 6.050 10.789 -0.9 -0.8 -1.3
C 7.833 5.725 5.450 0.3 0.0 -0.5
C 13.950 10.052 8.562 1.2 -1.9 1.4
C 13.453 10.788 9.804 1.1 1.2 -0.4
C 11.972 6.616 4.920 0.8 0.8 1.0
C 15.510 10.160 8.499 -1.1 0.3 -0.3
C 13.310 7.031 11.907 0.1 2.1 0.1
C 12.633 6.308 6.272 -1.4 1.0 1.4
C 12.395 4.868 6.637 0.1 -0.2 0.3
C 14.947 6.105 10.229 0.9 1.2 1.1
H 15.072 7.020 9.639 0.0 0.0 0.3
H 6.933 5.340 6.024 0.4 -0.1 -0.8
H 13.732 11.881 9.652 -0.5 -1.1 0.2
H 12.139 7.686 4.729 -0.6 -0.2 -0.1
H 13.730 9.814 6.437 -0.5 1.5 1.2
H 14.047 10.447 10.663 -0.3 -0.1 0.0
H 11.389 4.562 6.388 -0.5 0.1 0.1
H 12.392 10.659 9.966 -0.1 0.1 0.1
H 12.228 7.287 12.006 0.9 -0.3 -0.2
H 13.042 4.330 5.962 0.5 -0.7 0.0
H 15.764 9.853 7.482 0.4 0.3 0.1
H 7.503 6.663 4.930 -0.2 -0.4 0.1
H 13.857 8.008 11.623 -0.9 -1.3 0.8
H 13.283 11.490 7.135 0.1 1.0 -0.4
H 8.173 5.026 4.618 -1.0 0.2 0.5
H 14.641 6.271 7.091 0.0 -0.2 0.3
H 14.482 6.222 5.319 0.2 0.4 0.4
H 10.928 6.324 4.958 -0.2 0.2 -0.2
H 12.596 4.649 7.699 0.1 0.1 -0.5
H 13.395 3.856 10.545 0.2 0.9 0.6
H 13.969 4.448 12.148 0.3 -0.1 0.0
H 15.116 5.297 9.553 0.2 -0.9 -0.3
H 12.232 10.074 7.304 0.7 0.7 0.1
H 12.531 6.076 4.161 -0.1 -0.3 -0.2
H 15.673 6.123 11.084 -0.3 -0.2 -0.8
H 13.658 6.617 12.879 0.1 0.4 -0.6
H 15.724 11.226 8.703 0.5 -0.5 -0.3
H 14.217 7.731 6.282 0.1 0.6 -0.3
H 16.024 9.477 9.194 -0.4 0.4 0.0
H 12.259 4.500 11.741 0.9 0.6 -0.5
```
Positions in Å, forces in eV/Å.

Summary:
energy relative to the best compared isomer or geometry (same formula, charge and spin) = 17.5 kcal/mol
total charge = -2
orbital gap = 6.569 eV
LUMO level = 4.31 eV

Charges per atom according to Löwdin partitioning, unit e: 1.79 0.73 0.17 -0.26 -0.21 -0.84 -0.18 -0.55 -0.57 -0.28 -0.66 -0.66 -0.04 -0.04 -0.07 -0.67 -0.42 -0.63 -0.07 -0.02 -0.03 -0.08 -0.57 -0.03 -0.05 0.07 0.05 0.10 0.09 0.12 0.08 0.08 0.00 0.04 0.08 0.07 0.05 0.10 0.08 0.06 0.08 0.10 0.07 0.09 0.09 0.07 0.07 0.06 0.08 0.10 0.08 0.08 0.06 0.08 0.10